## 1
Entry from OMol25: a cluster of 12 separate species, C36H66O36 in total (wB97M-V/def2-TZVPD).

* structure (SMILES): COC(=O)OC.COC(=O)OC.COC(=O)OC.COC(=O)OC.COC(=O)OC.COC(=O)OC.COC(=O)OC.COC(=O)OC.COC(=O)OC.O=C1OCCO1.O=C1OCCO1.O=C1OCCO1
* gap between HOMO and LUMO: 10.61 eV

The geometry in ORCA input format:
```
! wB97M-V def2-TZVPD RIJCOSX def2/J DEFGRID3
* xyz 0 1
C 6.244 10.061 -1.670
C 5.281 11.201 -1.371
O 4.554 10.736 -0.237
C 4.672 9.372 -0.205
O 4.207 8.703 0.712
O 5.633 9.010 -1.027
H 7.232 10.204 -1.233
H 6.296 9.856 -2.739
H 4.691 11.531 -2.227
H 5.711 12.132 -1.000
C -1.178 1.493 7.536
C -1.978 2.055 6.448
O -2.991 2.606 7.113
C -2.486 3.155 8.301
O -3.031 4.056 8.883
O -1.474 2.446 8.569
H -0.129 1.629 7.274
H -1.514 0.515 7.881
H -2.357 1.265 5.800
H -1.467 2.734 5.765
C 5.459 -7.865 3.415
C 4.771 -9.038 2.810
O 3.409 -8.887 3.247
C 3.161 -7.624 3.692
O 2.105 -7.054 3.882
O 4.391 -6.955 3.704
H 6.186 -7.283 2.850
H 5.867 -8.214 4.364
H 5.234 -9.978 3.110
H 4.897 -8.860 1.742
C 7.350 -3.394 -2.436
O 7.730 -2.930 -3.758
C 7.497 -3.666 -4.856
O 7.053 -4.786 -4.939
O 7.932 -2.902 -5.876
C 7.931 -3.242 -7.243
H 8.099 -3.149 -1.684
H 6.959 -4.411 -2.391
H 6.538 -2.755 -2.088
H 7.845 -4.304 -7.473
H 8.849 -2.859 -7.689
H 7.037 -2.856 -7.733
C -0.285 -1.577 1.504
O -0.006 -0.206 1.656
C 1.093 0.344 1.181
O 1.915 -0.198 0.448
O 1.160 1.589 1.476
C 1.873 2.545 0.657
H 0.459 -2.351 1.315
H -0.941 -1.662 0.638
H -0.959 -1.823 2.325
H 1.628 2.634 -0.401
H 2.951 2.409 0.751
H 1.793 3.564 1.033
C -5.718 -1.847 5.483
O -6.370 -0.566 5.630
C -7.480 -0.392 4.862
O -8.187 -1.380 4.448
O -7.620 0.937 4.497
C -8.615 1.353 3.619
H -6.221 -2.456 6.233
H -4.672 -1.855 5.790
H -5.823 -2.374 4.535
H -9.612 1.488 4.039
H -8.739 0.679 2.772
H -8.238 2.300 3.232
C -3.060 -2.300 -6.599
O -1.915 -2.515 -5.776
C -0.608 -2.204 -6.097
O -0.201 -1.675 -7.131
O 0.089 -2.529 -4.969
C 1.451 -2.132 -5.028
H -2.843 -1.591 -7.398
H -3.901 -1.890 -6.041
H -3.369 -3.238 -7.062
H 1.810 -2.002 -6.048
H 2.194 -2.869 -4.724
H 1.577 -1.200 -4.477
C 5.209 2.474 -5.370
O 5.431 3.112 -4.139
C 6.600 2.831 -3.494
O 7.594 2.291 -3.970
O 6.432 3.282 -2.249
C 7.351 3.037 -1.199
H 5.641 1.476 -5.449
H 5.364 3.175 -6.191
H 4.137 2.356 -5.529
H 8.395 3.132 -1.497
H 7.260 1.955 -1.099
H 7.211 3.644 -0.305
C -7.054 -9.193 -5.653
O -6.802 -8.554 -4.394
C -6.616 -7.141 -4.391
O -6.339 -6.482 -5.428
O -6.402 -6.780 -3.142
C -5.641 -5.665 -2.779
H -8.135 -9.329 -5.663
H -6.627 -10.196 -5.625
H -6.626 -8.750 -6.553
H -5.801 -5.282 -1.771
H -5.862 -4.789 -3.390
H -4.583 -5.832 -2.982
C 0.686 7.891 6.239
O 0.125 8.752 7.181
C -0.050 10.052 6.930
O 0.282 10.624 5.909
O -0.787 10.470 7.899
C -1.184 11.809 8.065
H -0.006 7.049 6.245
H 1.708 7.628 6.512
H 0.802 8.120 5.180
H -0.874 12.198 9.035
H -2.245 11.951 7.857
H -0.694 12.472 7.352
C -2.506 2.443 -3.436
O -1.939 3.395 -4.262
C -1.848 4.714 -3.904
O -2.104 5.211 -2.858
O -1.576 5.301 -5.023
C -1.744 6.715 -5.213
H -1.793 1.751 -2.987
H -2.923 1.826 -4.232
H -3.273 2.623 -2.683
H -1.056 7.285 -4.588
H -2.697 7.134 -4.890
H -1.705 7.072 -6.243
C -3.122 -8.975 0.985
O -4.480 -8.796 1.294
C -4.859 -7.873 2.156
O -4.150 -7.047 2.689
O -6.188 -8.058 2.247
C -6.981 -7.186 2.969
H -3.073 -10.058 0.875
H -2.417 -8.738 1.782
H -2.868 -8.504 0.035
H -8.038 -7.451 2.935
H -6.755 -6.181 2.613
H -6.636 -7.153 4.002
*
```

Atom charges from the Löwdin analysis, given in e for atoms 1 to 6: atom 1 (C): -0.134, atom 2 (C): -0.124, atom 3 (O): 0.058, atom 4 (C): -0.531, atom 5 (O): 0.127, atom 6 (O): 0.075

***

## 2
Entry from OMol25: a cluster of 12 separate species, C36H66O36 in total (wB97M-V/def2-TZVPD).

* structure (SMILES): COC(=O)OC.COC(=O)OC.COC(=O)OC.COC(=O)OC.COC(=O)OC.COC(=O)OC.COC(=O)OC.COC(=O)OC.COC(=O)OC.O=C1OCCO1.O=C1OCCO1.O=C1OCCO1
* gap between HOMO and LUMO: 9.99 eV

The geometry in ORCA input format:
```
! wB97M-V def2-TZVPD RIJCOSX def2/J DEFGRID3
* xyz 0 1
C 3.396 4.020 -0.039
C 3.663 5.005 1.114
O 4.726 4.321 1.804
C 4.949 3.090 1.267
O 5.713 2.261 1.680
O 4.033 2.825 0.343
H 3.855 4.306 -0.985
H 2.331 3.811 -0.138
H 2.739 5.149 1.674
H 3.945 5.976 0.706
C 0.620 -0.929 0.574
C -0.318 -0.023 -0.280
O -0.685 1.056 0.589
C -0.103 0.895 1.821
O -0.113 1.772 2.688
O 0.590 -0.271 1.817
H 1.633 -0.994 0.177
H 0.090 -1.880 0.629
H -1.314 -0.415 -0.482
H 0.192 0.311 -1.183
C -0.720 2.815 -7.339
C -1.488 1.781 -6.616
O -2.693 2.391 -6.415
C -2.711 3.572 -7.121
O -3.564 4.447 -6.954
O -1.645 3.717 -7.894
H -0.028 2.368 -8.053
H -0.185 3.361 -6.562
H -1.038 1.392 -5.702
H -1.596 0.949 -7.312
C -1.260 6.185 -2.837
O 0.087 6.493 -3.237
C 0.379 7.450 -4.125
O -0.362 8.273 -4.618
O 1.682 7.228 -4.448
C 2.193 7.694 -5.676
H -1.545 6.722 -1.933
H -1.413 5.108 -2.762
H -1.899 6.639 -3.594
H 1.833 8.663 -6.023
H 1.964 6.904 -6.391
H 3.271 7.687 -5.517
C 2.530 -5.330 9.283
O 2.133 -5.736 8.016
C 1.024 -5.279 7.455
O 0.233 -4.588 8.050
O 0.954 -5.761 6.210
C -0.068 -5.416 5.256
H 1.631 -5.454 9.888
H 2.655 -4.248 9.329
H 3.259 -5.923 9.834
H -0.547 -4.445 5.377
H -0.931 -6.076 5.172
H 0.322 -5.436 4.238
C -4.349 -4.465 1.229
O -4.309 -3.089 1.600
C -5.446 -2.404 1.611
O -6.532 -2.896 1.289
O -5.190 -1.206 2.041
C -6.185 -0.321 2.423
H -3.316 -4.803 1.318
H -4.802 -4.669 0.259
H -5.009 -4.858 2.002
H -6.832 -0.885 3.096
H -6.792 0.010 1.580
H -5.926 0.625 2.898
C 2.963 -1.516 -4.583
O 3.140 -0.136 -4.553
C 4.302 0.407 -4.943
O 5.348 -0.147 -5.306
O 4.147 1.695 -4.804
C 5.180 2.614 -5.185
H 3.229 -2.054 -3.674
H 3.395 -2.102 -5.394
H 1.932 -1.700 -4.885
H 5.280 2.438 -6.256
H 6.137 2.314 -4.760
H 5.056 3.616 -4.775
C -6.140 -1.743 -6.537
O -4.896 -2.298 -6.445
C -4.533 -3.022 -5.371
O -5.116 -3.106 -4.279
O -3.362 -3.561 -5.625
C -2.719 -4.412 -4.660
H -6.429 -1.816 -7.585
H -6.136 -0.703 -6.208
H -6.840 -2.065 -5.766
H -3.143 -5.414 -4.727
H -2.729 -3.948 -3.674
H -1.662 -4.371 -4.926
C 2.964 -7.655 -1.075
O 3.759 -7.459 0.114
C 3.712 -6.280 0.701
O 2.951 -5.407 0.413
O 4.530 -6.317 1.784
C 4.530 -5.172 2.698
H 2.898 -8.682 -1.434
H 3.481 -7.130 -1.879
H 1.975 -7.202 -1.008
H 5.246 -4.368 2.528
H 4.680 -5.452 3.741
H 3.535 -4.726 2.720
C -4.964 5.438 3.138
O -6.132 6.272 3.224
C -6.420 7.093 2.214
O -5.809 7.154 1.131
O -7.399 7.939 2.641
C -7.894 8.844 1.641
H -4.849 4.749 3.974
H -4.063 6.050 3.109
H -5.007 5.023 2.130
H -8.297 9.678 2.216
H -8.720 8.347 1.131
H -7.209 9.106 0.835
C -5.836 1.839 10.347
O -4.817 1.067 9.766
C -4.600 1.062 8.488
O -5.174 1.860 7.664
O -3.746 0.120 8.294
C -3.268 -0.161 6.963
H -6.444 2.385 9.626
H -5.392 2.589 11.000
H -6.446 1.190 10.975
H -2.498 -0.922 7.092
H -2.875 0.696 6.417
H -4.026 -0.718 6.411
C 7.604 -2.629 -1.194
O 8.532 -3.646 -0.712
C 9.539 -4.038 -1.490
O 9.600 -3.900 -2.689
O 10.417 -4.787 -0.735
C 11.336 -5.575 -1.471
H 7.047 -2.538 -0.262
H 6.916 -3.038 -1.934
H 7.966 -1.659 -1.537
H 11.747 -5.076 -2.349
H 10.792 -6.448 -1.832
H 12.015 -5.954 -0.707
*
```

Atom charges from the Löwdin analysis, given in e for atoms 1 to 6: atom 1 (C): -0.125, atom 2 (C): -0.093, atom 3 (O): 0.064, atom 4 (C): -0.571, atom 5 (O): 0.152, atom 6 (O): 0.060

***

Short version: 1 is the least stable of them.

***

## 1
Entry from OMol25: the ion C4H6N with charge +1 (wB97M-V/def2-TZVPD).

* structure (SMILES): C=[N+]1C=C1C
* gap between HOMO and LUMO (alpha / beta): 8.13 / 8.06 eV

The geometry in ORCA input format:
```
! wB97M-V def2-TZVPD RIJCOSX def2/J DEFGRID3
* xyz 1 1
C 0.854 1.469 0.029
C -0.457 0.426 -0.010
C 1.650 -0.957 0.006
C -1.788 -0.047 0.018
N 0.896 0.062 0.013
H 1.361 2.360 -0.239
H 1.205 -1.937 0.024
H 2.720 -0.852 0.008
H -1.811 -1.100 -0.289
H -2.448 0.564 -0.601
H -2.183 0.011 1.043
*
```

Atom charges from the natural (NBO) analysis, given in e for atoms 1 to 6: atom 1 (C): 0.087, atom 2 (C): 0.424, atom 3 (C): -0.125, atom 4 (C): -0.753, atom 5 (N): -0.294, atom 6 (H): 0.287

***

## 2
Entry from OMol25: the ion C4H6N with charge +1 (wB97M-V/def2-TZVPD).

* gap between HOMO and LUMO: 10.70 eV

The geometry in ORCA input format:
```
! wB97M-V def2-TZVPD RIJCOSX def2/J DEFGRID3
* xyz 1 1
C -0.506 -0.359 0.107
C -0.139 -0.489 -1.330
C 0.715 0.445 -0.624
C -0.350 0.153 1.583
N -1.247 -0.807 1.034
H 0.444 -1.320 -1.599
H -0.869 -0.203 -2.105
H 1.721 0.051 -0.531
H 0.615 1.533 -0.608
H 0.233 -0.232 2.420
H -0.618 1.227 1.653
*
```

Atom charges from the natural (NBO) analysis, given in e for atoms 1 to 6: atom 1 (C): 0.188, atom 2 (C): -0.421, atom 3 (C): -0.201, atom 4 (C): -0.028, atom 5 (N): -0.141, atom 6 (H): 0.275

***

## 3
Entry from OMol25: the ion C4H6N with charge +1 (wB97M-V/def2-TZVPD).

* gap between HOMO and LUMO: 8.94 eV

The geometry in ORCA input format:
```
! wB97M-V def2-TZVPD RIJCOSX def2/J DEFGRID3
* xyz 1 1
C -0.726 1.249 -0.111
C 0.446 0.774 -0.043
C -1.538 -1.097 -0.020
C 1.653 0.083 0.053
N -1.444 0.096 0.232
H -1.200 2.243 -0.106
H -0.618 -1.686 -0.494
H -2.430 -1.750 0.144
H 2.266 0.672 0.645
H 2.025 0.169 -0.958
H 1.565 -0.753 0.657
*
```

Atom charges from the natural (NBO) analysis, given in e for atoms 1 to 6: atom 1 (C): -0.114, atom 2 (C): 0.500, atom 3 (C): 0.053, atom 4 (C): -0.773, atom 5 (N): -0.303, atom 6 (H): 0.292

***

## 4
Entry from OMol25: a structure of composition C4H6N (wB97M-V/def2-TZVPD).

* gap between HOMO and LUMO: 10.41 eV

The geometry in ORCA input format:
```
! wB97M-V def2-TZVPD RIJCOSX def2/J DEFGRID3
* xyz 1 1
C -1.979 0.079 0.058
C -0.891 0.683 0.039
C -0.776 -0.977 -0.059
C 0.846 -0.204 0.040
N 0.375 1.155 -0.063
H -0.975 -1.576 0.825
H -0.864 -1.531 -0.952
H 1.414 -0.474 0.895
H 1.297 -0.694 -0.764
H 0.766 1.827 -0.774
H 0.787 1.712 0.755
*
```

Atom charges from the natural (NBO) analysis, given in e for atoms 1 to 6: atom 1 (C): 0.122, atom 2 (C): -0.004, atom 3 (C): -0.334, atom 4 (C): -0.227, atom 5 (N): -0.535, atom 6 (H): 0.267

***

Short version: 4 is the least stable of them.

***

## 1
Entry from OMol25: the molecule C6H8ClN (wB97M-V/def2-TZVPD).

* structure (SMILES): [H]/N=C(\C)C(=C)C(=C)Cl
* gap between HOMO and LUMO: 9.91 eV

The geometry in ORCA input format:
```
! wB97M-V def2-TZVPD RIJCOSX def2/J DEFGRID3
* xyz 0 1
C 1.292 -1.402 0.411
C 0.861 2.236 -0.142
C 0.669 -0.244 0.232
C 1.335 1.121 0.273
C -0.866 -0.186 0.054
C -1.533 -1.219 -0.770
N -1.383 0.764 0.705
Cl 2.985 1.096 0.972
H 0.696 -2.339 0.474
H 2.331 -1.288 0.571
H 1.460 3.091 -0.099
H -0.201 2.214 -0.516
H -2.504 -0.870 -1.162
H -0.768 -1.579 -1.473
H -1.881 -2.144 -0.147
H -2.493 0.748 0.616
*
```

Atom charges from the natural (NBO) analysis, given in e for atoms 1 to 6: atom 1 (C): -0.373, atom 2 (C): -0.382, atom 3 (C): -0.100, atom 4 (C): -0.006, atom 5 (C): 0.280, atom 6 (C): -0.701

***

## 2
Entry from OMol25: the molecule C6H8ClN (wB97M-V/def2-TZVPD).

* structure (SMILES): ClC1=C[C@@H]2CN[C@H]1C2
* gap between HOMO and LUMO: 10.14 eV

The geometry in ORCA input format:
```
! wB97M-V def2-TZVPD RIJCOSX def2/J DEFGRID3
* xyz 0 1
C 0.231 -0.386 0.682
C 0.512 -1.129 -0.330
C -0.387 -0.765 -1.475
C 0.004 0.698 -1.890
C -0.962 0.474 0.334
C -1.667 -0.537 -0.655
H 1.482 -1.576 -0.510
H -0.372 -1.587 -2.269
H -0.650 1.053 -2.715
H 1.075 0.776 -2.227
H -1.205 1.969 -1.171
H -1.463 1.047 1.156
H -2.446 0.046 -1.175
H -2.186 -1.370 -0.269
N -0.373 1.432 -0.648
Cl 1.294 -0.031 1.984
*
```

Atom charges from the natural (NBO) analysis, given in e for atoms 1 to 6: atom 1 (C): -0.021, atom 2 (C): -0.226, atom 3 (C): -0.267, atom 4 (C): -0.227, atom 5 (C): -0.109, atom 6 (C): -0.395

***

## 3
Entry from OMol25: the molecule C6H8ClN (wB97M-V/def2-TZVPD).

* structure (SMILES): CC[C@@]1(Cl)C=CC=N1
* gap between HOMO and LUMO: 10.05 eV

The geometry in ORCA input format:
```
! wB97M-V def2-TZVPD RIJCOSX def2/J DEFGRID3
* xyz 0 1
C -1.963 -0.855 1.142
C -1.616 0.390 0.824
C -0.722 -1.635 1.049
C 0.036 0.405 0.581
C 1.779 0.245 -1.362
C 0.484 0.878 -0.818
N 0.347 -0.998 0.828
Cl 0.944 1.378 1.800
H -2.905 -1.337 1.330
H -2.184 1.342 0.614
H -0.553 -2.713 1.124
H 1.891 -0.741 -0.912
H 2.701 0.880 -1.194
H 1.674 0.149 -2.523
H -0.433 0.543 -1.514
H 0.521 2.070 -0.968
*
```

Atom charges from the natural (NBO) analysis, given in e for atoms 1 to 6: atom 1 (C): -0.305, atom 2 (C): -0.131, atom 3 (C): 0.091, atom 4 (C): 0.088, atom 5 (C): -0.627, atom 6 (C): -0.427

***

Short version: 1 is the least stable of them.

***

## 1
Entry from OMol25: a cluster of 2 separate species, C3H6NO3 in total (wB97M-V/def2-TZVPD).

* gap between HOMO and LUMO: 9.82 eV

The geometry in ORCA input format:
```
! wB97M-V def2-TZVPD RIJCOSX def2/J DEFGRID3
* xyz 1 1
C 0.433 -2.003 0.438
C 0.511 -0.719 1.199
C -0.074 -2.170 -0.728
N -0.537 2.147 -1.206
O 0.019 0.320 0.741
O 0.851 -0.927 2.445
O -0.235 -2.058 -1.881
H 0.519 -2.816 1.065
H -0.376 1.397 -0.477
H -1.523 2.102 -1.300
H -0.299 3.092 -1.141
H 0.810 -0.165 3.002
H -0.099 1.801 -2.156
*
```

Atom charges from the natural (NBO) analysis, given in e for atoms 1 to 6: atom 1 (C): -0.654, atom 2 (C): 0.848, atom 3 (C): 0.786, atom 4 (N): -0.886, atom 5 (O): -0.717, atom 6 (O): -0.623

***

## 2
Entry from OMol25: a cluster of 2 separate species, C3H6NO3 in total (wB97M-V/def2-TZVPD).

* gap between HOMO and LUMO: 10.24 eV

The geometry in ORCA input format:
```
! wB97M-V def2-TZVPD RIJCOSX def2/J DEFGRID3
* xyz 1 1
C -2.263 -0.057 -0.073
C 0.542 -1.349 -0.758
C 0.369 -0.020 -0.380
N 1.053 0.539 1.062
O -2.456 0.959 0.435
O -2.627 -0.981 -0.540
O 0.506 1.026 -1.200
H 0.326 -1.888 -1.691
H 0.928 -1.971 0.037
H 1.800 1.175 0.823
H 1.588 -0.229 1.453
H 0.251 1.008 1.636
H -0.019 1.788 -0.804
*
```

Atom charges from the natural (NBO) analysis, given in e for atoms 1 to 6: atom 1 (C): 0.963, atom 2 (C): -0.342, atom 3 (C): 0.375, atom 4 (N): -0.773, atom 5 (O): -0.531, atom 6 (O): -0.435

***

Short version: 2 is the least stable of them.